Entry P
The following is a DFT calculation (wB97M-V/def2-TZVPD) of a cluster of 2 separate species, C6H15NO in total.

Output
2S+1 = 1
Charge = 0
HOMO energy = -0.2825 hartree
Frontier orbital gap = 8.5 eV
SMILES string = CC/C(C)=C(/C)N.O

Each line ends with the natural charge from an NBO analysis.
Positions of all 23 atoms, in Å:
1 C 1.183 0.029 -2.267  -0.60
2 C 0.182 0.771 -1.331  -0.44
3 C -0.213 -0.213 -0.263  -0.16
4 C -1.127 -1.256 -0.665  -0.61
5 C 0.219 -0.063 1.013  0.23
6 C 0.341 -1.150 1.988  -0.66
7 N 0.901 1.132 1.436  -0.86
8 H 1.006 -1.030 -2.376  0.21
9 H 2.227 0.139 -1.842  0.20
10 H 1.253 0.447 -3.274  0.21
11 H 0.489 1.928 -1.273  0.23
12 H -0.750 0.979 -1.977  0.20
13 H -2.211 -1.083 -0.381  0.22
14 H -1.140 -1.424 -1.823  0.21
15 H -0.907 -2.139 -0.332  0.21
16 H 0.611 -2.058 1.376  0.23
17 H 1.010 -1.181 2.740  0.22
18 H -0.731 -1.418 2.447  0.22
19 H 1.358 1.762 0.897  0.39
20 H 1.231 1.101 2.449  0.38
21 O -1.983 1.611 1.210  -0.96
22 H -1.626 1.273 0.405  0.48
23 H -1.322 1.844 1.841  0.48


Entry Q
The following is a DFT calculation (wB97M-V/def2-TZVPD) of a cluster of 3 separate species, C6H15NO in total.

Output
2S+1 = 1
Charge = 0
HOMO energy (alpha / beta) = -0.2290 / -0.2086 hartree
Frontier orbital gap (alpha / beta) = 7.2 / 6.6 eV

Each line ends with the natural charge from an NBO analysis.
Positions of all 23 atoms, in Å:
1 C -0.287 -0.349 -1.128  0.14
2 C 1.519 -0.810 0.554  0.08
3 C -0.417 0.250 0.111  -0.15
4 C 1.366 -1.089 2.024  -0.68
5 C -2.294 0.982 -1.360  -0.84
6 C 0.037 1.645 0.407  -0.64
7 N -0.719 -1.609 -1.418  -0.81
8 O 2.604 0.003 0.208  -0.72
9 H 2.626 0.764 0.799  0.46
10 H 0.417 0.086 -1.829  0.21
11 H 1.589 -1.711 -0.049  0.16
12 H -1.076 -0.221 0.830  0.21
13 H -1.638 -1.881 -1.103  0.39
14 H -0.493 -1.979 -2.326  0.39
15 H 1.163 -0.175 2.594  0.19
16 H 0.538 -1.779 2.194  0.22
17 H 2.272 -1.545 2.447  0.21
18 H 0.717 2.011 -0.363  0.22
19 H -2.867 0.257 -1.937  0.17
20 H -2.872 1.341 -0.510  0.18
21 H -1.917 1.796 -1.977  0.18
22 H 0.548 1.692 1.373  0.20
23 H -0.815 2.322 0.460  0.23


Need the numbers? Relative energies in hartree: entry P 0.0000; entry Q 0.1036.


Entry P
The following is a DFT calculation (wB97M-V/def2-TZVPD) of a cluster of 2 separate species, C6H15NO in total.

Output
2S+1 = 1
Charge = 0
HOMO energy = -0.3179 hartree
Frontier orbital gap = 9.5 eV
SMILES string = CC[C@H](C)O.[H]/N=C\C

Each line ends with the natural charge from an NBO analysis.
Positions of all 23 atoms, in Å:
1 C -1.635 -0.493 0.648  -0.64
2 C -0.617 -0.807 -0.434  -0.45
3 C 0.885 -1.438 0.138  0.16
4 C 0.603 -2.757 0.844  -0.63
5 O 1.580 -0.599 0.952  -0.79
6 H -1.166 -0.202 1.586  0.21
7 H -2.259 -1.357 0.881  0.21
8 H -2.315 0.312 0.374  0.20
9 H -0.516 0.000 -1.161  0.18
10 H -0.955 -1.657 -1.030  0.20
11 H 1.420 -1.621 -0.811  0.13
12 H 0.021 -3.423 0.209  0.20
13 H 0.067 -2.575 1.774  0.21
14 H 1.551 -3.231 1.096  0.22
15 H 1.760 0.382 0.459  0.49
16 H 1.967 1.807 -1.238  0.35
17 N 1.616 1.700 -0.289  -0.66
18 C 0.433 2.118 -0.080  0.21
19 C -0.451 2.838 -1.036  -0.70
20 H 0.057 1.931 0.920  0.19
21 H -1.433 2.369 -1.046  0.24
22 H -0.041 2.831 -2.047  0.22
23 H -0.573 3.872 -0.708  0.24


Entry Q
The following is a DFT calculation (wB97M-V/def2-TZVPD) of the molecule C6H15NO.

Output
2S+1 = 1
Charge = 0
HOMO energy = -0.2865 hartree
Frontier orbital gap = 8.7 eV
SMILES string = CCN(C)[C@@H](C)CO

Each line ends with the natural charge from an NBO analysis.
Positions of all 23 atoms, in Å:
1 C -0.819 -2.390 0.083  -0.61
2 C -0.743 -0.995 -0.678  -0.21
3 N 0.508 -0.367 -0.266  -0.49
4 C 1.860 -0.608 -1.025  -0.41
5 C 0.488 0.872 0.435  -0.04
6 C 0.083 2.148 -0.527  -0.64
7 C -0.411 0.872 1.664  -0.09
8 O -1.777 0.587 1.509  -0.72
9 H -0.121 -2.514 0.803  0.21
10 H -0.677 -3.184 -0.613  0.20
11 H -1.744 -2.550 0.547  0.21
12 H -1.631 -0.285 -0.601  0.20
13 H -0.625 -1.215 -1.756  0.18
14 H 1.734 -0.242 -2.052  0.18
15 H 2.638 0.089 -0.718  0.21
16 H 2.172 -1.633 -0.861  0.21
17 H 1.540 1.257 0.827  0.21
18 H 0.146 1.758 -1.482  0.20
19 H 1.034 2.983 -0.371  0.20
20 H -0.855 2.555 -0.249  0.19
21 H -0.254 -0.046 2.333  0.19
22 H -0.390 1.797 2.279  0.17
23 H -2.155 1.109 0.719  0.45


Need the numbers? Relative energies in hartree: entry P 0.0000; entry Q 0.0691.